{
  "formula": "C18H28N4O6",
  "method": "ωB97M-V/def2-TZVPD",
  "symbols": ["C", "H", "H", "H", "C", "N", "C", "O", "C", "C", "N", "C", "N", "H", "H", "C", "O", "N", "C", "C", "O", "O", "C", "C", "H", "H", "H", "C", "H", "H", "H", "C", "H", "H", "H", "H", "H", "H", "H", "C", "O", "O", "C", "C", "H", "H", "H", "C", "H", "H", "H", "C", "H", "H", "H", "H"],
  "coordinates": [[-5.2296, -0.4515, 1.7917], [-5.8675, -0.4062, 0.9120], [-5.4084, -1.3963, 2.2975], [-5.4818, 0.3643, 2.4639], [-3.7740, -0.3545, 1.3704], [-3.4797, 0.9525, 0.8217], [-2.2584, 1.5093, 0.8857], [-1.3474, 1.0588, 1.5728], [-2.1424, 2.7226, 0.0611], [-1.0368, 3.4973, -0.2594], [-1.5143, 4.4718, -1.0876], [-2.8378, 4.2707, -1.2382], [-3.2451, 3.2299, -0.5676], [-3.4719, 4.8929, -1.8374], [-0.9145, 5.1756, -1.4937], [0.4192, 3.4626, -0.0033], [1.1507, 4.2703, -0.5613], [0.8271, 2.5297, 0.8683], [2.2211, 2.2555, 1.0638], [2.6277, 0.9495, 0.3817], [1.8865, 0.3025, -0.3106], [3.8871, 0.6684, 0.6756], [4.5486, -0.5157, 0.1489], [5.9680, -0.4236, 0.7080], [5.9410, -0.4186, 1.7943], [6.4424, 0.4940, 0.3709], [6.5561, -1.2720, 0.3713], [3.8487, -1.7742, 0.6588], [3.7987, -1.7596, 1.7454], [2.8394, -1.8356, 0.2625], [4.4046, -2.6528, 0.3441], [4.5672, -0.4727, -1.3778], [5.1481, -1.3079, -1.7588], [5.0189, 0.4561, -1.7197], [3.5570, -0.5369, -1.7721], [2.4608, 2.1889, 2.1287], [2.7973, 3.0736, 0.6183], [0.1384, 1.8541, 1.2230], [-4.1428, 1.3744, 0.1848], [-3.4383, -1.3517, 0.2418], [-4.2316, -1.6796, -0.6034], [-2.1693, -1.6862, 0.3216], [-1.4999, -2.4485, -0.7206], [-2.1277, -3.8367, -0.8323], [-2.0967, -4.3392, 0.1322], [-1.5756, -4.4298, -1.5559], [-3.1623, -3.7597, -1.1556], [-1.5803, -1.6907, -2.0441], [-1.1614, -0.6939, -1.9217], [-1.0089, -2.2198, -2.8014], [-2.6118, -1.6067, -2.3764], [-0.0518, -2.5332, -0.2433], [-0.0092, -3.0026, 0.7360], [0.3687, -1.5334, -0.1701], [0.5350, -3.1183, -0.9458], [-3.0811, -0.5172, 2.2014]],
  "smiles": "C[C@H](NC(=O)c1nc[nH]c1C(=O)NCC(=O)OC(C)(C)C)C(=O)OC(C)(C)C",
  "total_charge": 0,
  "e_lumo_ev": 0.662,
  "homo_lumo_gap_ev": 9.91
}

=====

{
  "formula": "C18H28NO3",
  "method": "ωB97M-V/def2-TZVPD",
  "symbols": ["O", "O", "O", "C", "C", "C", "C", "C", "C", "C", "C", "C", "C", "C", "C", "C", "C", "C", "C", "C", "C", "N", "H", "H", "H", "H", "H", "H", "H", "H", "H", "H", "H", "H", "H", "H", "H", "H", "H", "H", "H", "H", "H", "H", "H", "H", "H", "H", "H", "H"],
  "coordinates": [[-2.6932, 0.7237, 1.1176], [2.6978, 0.7893, -2.0692], [-0.5218, -1.6949, 5.1060], [-1.9915, -0.2084, 0.9419], [1.1682, 1.4142, -0.1903], [1.1143, -0.7312, -1.1709], [0.0179, 1.0798, 0.5266], [-0.0351, -1.1280, -0.4288], [1.7289, 0.5411, -1.1661], [-0.6121, -0.1658, 0.4220], [3.1429, 2.3161, -5.3809], [0.7738, 3.1498, -5.2391], [3.1082, 2.1721, -2.3337], [-1.9138, -1.4630, 5.1976], [-0.2165, -2.7046, 4.1857], [2.1269, 2.9619, -3.1033], [1.8745, 2.3840, -4.5271], [-2.9900, -3.2837, 2.9736], [-2.5170, -1.5368, 1.4123], [-2.4194, -1.0905, 3.7992], [-0.7225, -2.3630, 2.7692], [-2.1338, -2.1077, 2.7299], [1.5227, 2.3921, -0.0553], [1.6529, -1.3983, -1.8966], [-0.4524, 1.8084, 1.1747], [-0.4905, -2.1348, -0.5668], [2.8505, 1.8829, -6.2877], [3.8910, 1.6512, -4.8874], [3.5526, 3.3443, -5.5538], [0.5666, 2.7485, -6.2652], [-0.1544, 3.0303, -4.6694], [1.1197, 4.2041, -5.2821], [4.2036, 2.1734, -2.7250], [3.2061, 2.5794, -1.2728], [-2.3447, -2.3184, 5.6574], [-2.1807, -0.6767, 5.9267], [-0.5537, -3.7410, 4.4877], [0.8876, -2.6761, 4.1385], [2.5173, 4.0079, -3.2462], [1.1320, 3.0632, -2.6393], [1.5161, 1.4467, -4.3724], [-2.6549, -4.0093, 2.2942], [-2.9024, -3.7173, 3.9632], [-4.0300, -3.1070, 2.6552], [-3.5904, -1.5940, 1.1663], [-2.1911, -2.3036, 0.7332], [-1.9843, -0.1681, 3.4637], [-3.4685, -0.8823, 3.8609], [-0.4689, -3.1857, 2.1685], [-0.1386, -1.4741, 2.4577]],
  "smiles": "CC(C)CCOc1ccc(C(=O)C[N+]2(C)CCOCC2)cc1",
  "total_charge": 1,
  "e_lumo_ev": -3.059,
  "homo_lumo_gap_ev": 8.57
}

=====

{
  "formula": "C18H28NReSi2",
  "method": "ωB97M-V/def2-TZVPD",
  "symbols": ["Re", "C", "C", "C", "C", "C", "C", "H", "H", "H", "H", "H", "H", "C", "Si", "C", "C", "C", "C", "C", "C", "C", "C", "N", "Si", "C", "C", "C", "H", "H", "H", "H", "H", "H", "H", "H", "H", "H", "H", "H", "H", "H", "H", "H", "H", "H", "H", "H", "H", "H"],
  "coordinates": [[-0.4361, 0.6462, 0.1541], [-2.6387, 1.1212, 0.3455], [-2.5553, -0.2696, 0.6719], [-1.7165, -0.6937, 1.7034], [-0.9244, 0.2492, 2.3988], [-1.0627, 1.6309, 2.1239], [-1.9271, 2.0761, 1.1036], [-3.2694, 1.4535, -0.4689], [-3.1113, -1.0000, 0.0998], [-1.6060, -1.7468, 1.9283], [-0.2470, -0.0714, 3.1779], [-0.4673, 2.3473, 2.6739], [-2.0233, 3.1290, 0.8775], [4.4796, -1.5411, 1.5545], [4.5194, -1.8284, -0.2427], [3.0949, -2.6711, -1.0139], [5.9917, -1.3741, -1.2007], [0.9663, 1.7453, -0.7308], [0.6453, 1.2509, -2.0653], [1.1049, 1.5571, -3.3382], [0.4862, 0.9447, -4.4234], [-0.5676, 0.0587, -4.2208], [-0.9980, -0.2206, -2.9293], [-0.3883, 0.3471, -1.8939], [2.0012, 3.3120, -0.2707], [3.5482, 3.4315, -1.2939], [0.7676, 4.6482, -0.6850], [2.4114, 3.1707, 1.5432], [4.7538, -2.4866, 2.0450], [3.4827, -1.2858, 1.9170], [5.2036, -0.7918, 1.8741], [3.0831, -3.6992, -0.6263], [3.1811, -2.7292, -2.0984], [2.1242, -2.2376, -0.7457], [6.7076, -2.2056, -1.1044], [6.4898, -0.4942, -0.7901], [5.7956, -1.2481, -2.2653], [1.9052, 2.2693, -3.4747], [0.8138, 1.1675, -5.4309], [-1.0608, -0.4166, -5.0580], [-1.8163, -0.9000, -2.7296], [3.3944, 3.3558, -2.3696], [4.3002, 2.6992, -0.9944], [3.9851, 4.4192, -1.1181], [0.7255, 4.8326, -1.7598], [1.0986, 5.5730, -0.2044], [-0.2428, 4.4389, -0.3335], [3.4541, 2.8788, 1.6813], [1.7935, 2.4419, 2.0710], [2.2871, 4.1320, 2.0458]],
  "total_charge": 3,
  "e_lumo_ev": [-11.550, -11.405],
  "homo_lumo_gap_ev": [6.91, 6.65],
  "multiplicity": 2
}